The following is a quantum chemistry calculation of a cluster of 8 separate species, C37H95N5O13 in total at a distorted geometry, from the Open Molecules 2025 dataset.

Geometry (Å):
C  1.849  4.510  -1.343
O  0.663  4.968  -1.970
H  2.469  5.388  -1.059
H  1.466  4.037  -0.440
H  2.424  3.820  -1.933
H  0.863  5.205  -2.867
C  0.387  0.721  -1.877
C  0.017  -0.088  -0.617
C  -1.199  -0.894  -0.862
O  1.054  -1.014  -0.251
H  1.276  1.332  -1.713
H  -0.435  1.457  -2.011
H  0.479  0.119  -2.766
H  -0.079  0.619  0.228
H  -1.494  -1.290  0.087
H  -1.057  -1.763  -1.506
H  -2.093  -0.299  -1.145
H  1.718  -0.609  0.283
C  6.739  2.350  0.680
C  5.598  1.831  -0.167
C  4.551  2.874  -0.481
O  6.188  1.304  -1.361
H  7.317  3.110  0.067
H  7.465  1.548  0.881
H  6.454  2.900  1.582
H  5.122  0.987  0.409
H  5.028  3.739  -0.904
H  4.025  3.197  0.405
H  3.844  2.495  -1.199
H  5.484  0.988  -1.948
C  -5.759  -2.725  8.451
O  -4.609  -3.248  7.682
C  -3.422  -3.313  8.365
C  -2.361  -3.716  7.345
N  -1.952  -2.521  6.574
C  -2.783  -2.041  5.465
C  -2.123  -0.873  4.779
O  -0.907  -1.370  4.225
C  -0.241  -0.362  3.534
H  -6.063  -3.323  9.258
H  -6.581  -2.658  7.752
H  -5.529  -1.700  8.753
H  -3.518  -4.020  9.182
H  -3.225  -2.312  8.854
H  -2.788  -4.466  6.663
H  -1.468  -4.130  7.826
H  -1.083  -2.849  6.158
H  -3.737  -1.713  5.868
H  -2.922  -2.846  4.778
H  -1.792  -0.160  5.532
H  -2.779  -0.409  4.013
H  0.090  0.495  4.118
H  -0.858  -0.063  2.662
H  0.650  -0.841  3.178
C  3.323  0.387  2.732
O  3.168  -0.585  1.723
C  4.009  -1.662  2.004
C  3.881  -2.748  0.973
N  2.559  -3.413  1.061
C  2.268  -4.436  0.104
C  0.979  -5.144  0.425
O  0.739  -6.038  -0.690
C  -0.564  -6.474  -0.618
H  2.668  1.177  2.387
H  4.386  0.707  2.804
H  3.011  0.068  3.738
H  3.776  -1.966  3.027
H  5.032  -1.275  1.954
H  4.629  -3.502  1.332
H  4.097  -2.330  -0.018
H  1.759  -2.781  1.039
H  3.084  -5.184  0.062
H  2.125  -4.086  -0.945
H  0.186  -4.379  0.405
H  0.920  -5.724  1.384
H  -0.699  -7.260  -1.335
H  -1.233  -5.593  -0.868
H  -0.879  -6.843  0.376
C  -1.713  4.160  -0.521
O  -2.675  3.793  0.477
C  -2.449  2.465  0.896
C  -3.361  1.981  1.984
N  -2.929  2.267  3.356
C  -2.839  3.640  3.668
C  -2.084  3.927  4.918
O  -2.292  5.243  5.295
C  -1.425  5.692  6.339
H  -0.691  4.207  -0.113
H  -2.005  5.180  -0.839
H  -1.600  3.441  -1.339
H  -1.411  2.442  1.284
H  -2.486  1.804  0.017
H  -3.412  0.890  1.915
H  -4.416  2.274  1.825
H  -3.550  1.717  3.967
H  -3.823  4.105  3.827
H  -2.439  4.171  2.769
H  -1.016  3.735  4.764
H  -2.415  3.231  5.702
H  -1.593  6.774  6.502
H  -0.378  5.518  6.045
H  -1.619  5.075  7.238
C  3.351  4.114  -5.084
O  3.579  2.737  -4.953
C  4.908  2.436  -4.666
C  5.187  0.954  -4.578
N  4.506  0.348  -3.483
C  4.700  -1.114  -3.401
C  3.835  -1.831  -4.448
O  2.430  -1.546  -4.336
C  1.821  -2.327  -3.290
H  3.679  4.599  -4.184
H  2.262  4.238  -5.188
H  3.856  4.549  -5.943
H  5.152  2.899  -3.701
H  5.561  2.856  -5.447
H  6.246  0.958  -4.409
H  4.916  0.536  -5.554
H  3.489  0.476  -3.577
H  4.546  -1.437  -2.356
H  5.745  -1.261  -3.612
H  4.070  -2.900  -4.411
H  4.118  -1.403  -5.420
H  1.995  -1.876  -2.306
H  2.165  -3.353  -3.306
H  0.720  -2.322  -3.478
C  -6.555  -3.691  -6.189
O  -5.850  -2.529  -5.759
C  -4.886  -2.221  -6.760
C  -4.003  -1.039  -6.358
N  -3.217  -1.422  -5.225
C  -2.364  -0.378  -4.726
C  -2.982  0.818  -4.003
O  -3.741  0.387  -2.850
C  -4.266  1.485  -2.152
H  -7.056  -4.051  -5.288
H  -5.789  -4.422  -6.511
H  -7.355  -3.612  -6.881
H  -5.389  -1.976  -7.743
H  -4.253  -3.118  -6.906
H  -4.575  -0.114  -6.226
H  -3.306  -0.886  -7.194
H  -3.768  -1.855  -4.500
H  -1.725  -0.058  -5.561
H  -1.730  -0.860  -3.964
H  -3.630  1.395  -4.647
H  -2.157  1.467  -3.660
H  -3.450  2.170  -1.823
H  -4.849  1.150  -1.323
H  -4.908  2.008  -2.868

Summary:
* Kohn-Sham gap: 9.1 eV
* maximum force: 0.06294 hartree/bohr
* DFT total energy: -2718.33186 Eh
* structure (SMILES): COCCNCCOC.COCCNCCOC.COCCNCCOC.COCCNCCOC.COCCNCCOC.CC(C)O.CC(C)O.CO

***

The following is a quantum chemistry calculation of a cluster of 9 separate species, C37H98N12O14 in total at a distorted geometry, from the Open Molecules 2025 dataset.

Geometry (Å):
C  -0.606  -1.977  0.671
C  -1.369  -1.156  -0.349
C  -1.816  0.280  -0.013
O  -2.646  0.872  -0.994
C  -3.039  2.211  -0.718
N  -0.723  -1.199  -1.653
H  0.395  -1.567  0.807
H  -0.550  -2.973  0.230
H  -1.138  -2.182  1.600
H  -2.333  -1.640  -0.510
H  -0.896  0.837  0.158
H  -2.321  0.298  0.953
H  -3.702  2.464  -1.545
H  -2.155  2.848  -0.675
H  -3.556  2.201  0.241
H  -1.164  -0.429  -2.135
H  0.206  -0.820  -1.539
C  6.577  -1.199  3.163
O  6.626  0.057  2.548
C  5.510  1.013  2.836
C  4.091  0.517  2.596
N  3.556  -0.334  3.654
C  2.082  -0.619  3.611
C  1.819  -1.795  4.632
O  0.487  -2.278  4.572
C  0.261  -3.508  5.215
H  7.471  -1.804  3.018
H  5.774  -1.816  2.759
H  6.560  -1.156  4.252
H  5.660  1.912  2.237
H  5.594  1.360  3.866
H  3.847  -0.041  1.692
H  3.409  1.361  2.700
H  3.903  -1.282  3.623
H  1.522  -0.809  2.695
H  1.490  0.221  3.974
H  1.988  -1.466  5.658
H  2.570  -2.525  4.332
H  0.354  -3.366  6.291
H  0.918  -4.350  4.996
H  -0.701  -3.934  4.926
C  5.990  -5.960  -2.587
O  7.323  -6.152  -2.083
C  7.642  -5.908  -0.706
C  7.711  -4.426  -0.388
N  6.421  -3.684  -0.310
C  6.643  -2.250  -0.372
C  5.295  -1.501  -0.049
O  4.332  -1.773  -1.116
C  3.091  -1.178  -0.926
H  5.531  -4.992  -2.384
H  5.345  -6.734  -2.173
H  5.931  -6.163  -3.657
H  8.529  -6.521  -0.546
H  6.875  -6.376  -0.089
H  8.418  -4.013  -1.107
H  8.251  -4.385  0.558
H  5.716  -3.980  -0.970
H  6.959  -1.923  -1.362
H  7.465  -1.992  0.296
H  5.372  -0.428  0.131
H  4.968  -1.883  0.918
H  2.780  -1.110  0.116
H  2.392  -1.743  -1.542
H  3.115  -0.144  -1.271
C  -5.899  5.150  -1.519
O  -4.618  4.624  -1.834
C  -3.789  5.675  -2.427
C  -2.531  4.910  -2.910
N  -2.859  4.060  -4.009
C  -1.753  3.367  -4.673
C  -2.260  2.210  -5.614
O  -2.979  1.209  -4.883
C  -2.133  0.170  -4.317
H  -6.479  5.326  -2.425
H  -5.756  6.034  -0.899
H  -6.449  4.395  -0.958
H  -3.635  6.474  -1.703
H  -4.255  6.282  -3.204
H  -2.152  4.296  -2.093
H  -1.747  5.604  -3.210
H  -3.542  3.417  -3.635
H  -1.125  3.004  -3.860
H  -1.109  4.026  -5.255
H  -1.365  1.793  -6.077
H  -2.748  2.673  -6.471
H  -1.391  0.618  -3.656
H  -1.642  -0.382  -5.118
H  -2.713  -0.501  -3.683
C  -4.924  -4.273  -1.004
O  -5.165  -3.293  0.046
C  -5.833  -2.119  -0.369
C  -5.389  -0.936  0.503
N  -6.074  -0.764  1.796
C  -6.122  -2.000  2.585
C  -6.540  -1.797  4.031
O  -5.617  -0.996  4.858
C  -5.845  -1.186  6.201
H  -4.122  -4.003  -1.691
H  -5.820  -4.469  -1.592
H  -4.769  -5.258  -0.565
H  -6.904  -2.298  -0.278
H  -5.457  -2.017  -1.387
H  -5.488  -0.035  -0.103
H  -4.325  -1.077  0.693
H  -5.389  -0.178  2.252
H  -5.107  -2.395  2.620
H  -6.894  -2.721  2.314
H  -6.656  -2.807  4.423
H  -7.446  -1.198  3.949
H  -6.913  -1.177  6.416
H  -5.243  -0.435  6.713
H  -5.406  -2.131  6.520
C  0.698  5.625  -0.186
O  1.184  4.359  -0.391
C  2.347  4.311  -1.173
C  2.918  2.867  -1.329
N  1.880  1.887  -1.644
C  1.206  2.087  -2.931
C  2.130  2.163  -4.128
O  2.503  3.546  -4.404
C  3.306  3.691  -5.609
H  -0.021  5.989  -0.920
H  1.490  6.373  -0.174
H  0.090  5.753  0.709
H  3.145  4.944  -0.784
H  2.089  4.777  -2.124
H  3.453  2.577  -0.425
H  3.751  2.917  -2.030
H  1.153  2.148  -0.994
H  0.689  3.043  -2.849
H  0.352  1.410  -2.966
H  1.491  1.806  -4.936
H  2.974  1.479  -4.049
H  3.529  4.736  -5.828
H  2.695  3.321  -6.432
H  4.221  3.111  -5.493
C  0.240  3.868  3.119
O  0.779  4.924  3.174
N  -0.396  3.370  4.103
N  0.222  3.151  1.993
H  -0.910  2.509  3.979
H  -0.377  3.816  5.009
H  -0.111  2.197  2.003
H  0.721  3.576  1.224
C  -2.187  -0.041  3.773
O  -1.200  0.609  3.384
N  -2.162  -1.287  4.159
N  -3.416  0.339  3.671
H  -2.963  -1.850  4.409
H  -1.206  -1.610  4.200
H  -4.192  -0.249  3.940
H  -3.655  1.298  3.460
C  -1.727  -4.353  -2.938
O  -2.142  -5.388  -3.518
N  -1.767  -3.150  -3.457
N  -1.121  -4.332  -1.825
H  -1.413  -2.445  -2.827
H  -1.945  -3.056  -4.447
H  -1.297  -5.196  -1.333
H  -0.723  -3.496  -1.421

Summary:
* Kohn-Sham gap: 8.8 eV
* maximum force: 0.12006 hartree/bohr
* DFT total energy: -3178.68788 Eh
* structure (SMILES): COC[C@H](C)N.COCCNCCOC.COCCNCCOC.COCCNCCOC.COCCNCCOC.COCCNCCOC.NC(N)=O.NC(N)=O.NC(N)=O

***

The following is a quantum chemistry calculation of a cluster of 13 separate species, C38H105N3O16 in total at a distorted geometry, from the Open Molecules 2025 dataset.

Geometry (Å):
C  4.231  -1.546  -3.190
C  3.199  -2.587  -2.527
O  1.871  -2.334  -2.816
H  3.841  -1.208  -4.150
H  5.218  -1.900  -3.486
H  4.349  -0.666  -2.558
H  3.193  -2.417  -1.450
H  3.561  -3.595  -2.728
H  1.571  -1.624  -2.243
C  -2.655  -3.608  -3.681
C  -2.914  -4.947  -3.113
O  -3.631  -4.978  -1.905
H  -3.155  -2.896  -3.024
H  -3.094  -3.395  -4.655
H  -1.581  -3.425  -3.696
H  -1.938  -5.414  -2.988
H  -3.413  -5.648  -3.782
H  -3.669  -5.849  -1.502
C  0.692  -5.322  -0.726
C  0.581  -6.781  -0.933
O  -0.804  -7.124  -1.249
H  0.468  -4.724  -1.609
H  1.713  -4.987  -0.541
H  0.024  -5.050  0.091
H  0.983  -7.322  -0.077
H  1.190  -7.107  -1.776
H  -0.928  -7.239  -2.194
C  7.153  4.713  1.968
C  5.933  5.651  1.915
O  5.373  5.594  3.171
H  8.080  5.171  2.314
H  7.514  4.389  0.992
H  7.013  3.753  2.464
H  5.185  5.319  1.194
H  6.093  6.699  1.663
H  5.881  6.122  3.792
C  -5.444  -4.163  3.679
C  -5.094  -4.818  2.357
O  -3.800  -5.383  2.331
H  -5.194  -3.118  3.866
H  -4.955  -4.669  4.511
H  -6.519  -4.190  3.862
H  -5.138  -4.085  1.551
H  -5.818  -5.606  2.148
H  -3.788  -6.022  1.615
C  7.677  -0.431  -1.407
C  7.689  -0.258  0.125
O  7.346  1.099  0.520
H  6.664  -0.185  -1.725
H  7.916  -1.462  -1.671
H  8.192  0.443  -1.805
H  8.718  -0.536  0.354
H  6.995  -0.944  0.610
H  8.115  1.668  0.441
C  -1.090  -4.826  6.342
C  -2.261  -5.218  5.513
O  -2.117  -4.507  4.293
H  -0.189  -5.403  6.136
H  -1.206  -4.760  7.424
H  -0.835  -3.801  6.074
H  -3.166  -4.829  5.980
H  -2.511  -6.273  5.396
H  -2.687  -4.890  3.622
C  2.027  5.256  0.396
C  2.690  5.533  -1.022
O  1.955  4.765  -2.009
H  2.497  5.905  1.135
H  2.312  4.232  0.635
H  0.941  5.349  0.365
H  3.764  5.346  -1.043
H  2.651  6.577  -1.335
H  2.476  4.808  -2.814
C  0.672  3.336  4.204
C  -0.021  2.328  3.388
O  -1.404  2.482  3.691
H  0.440  3.348  5.269
H  0.545  4.313  3.737
H  1.753  3.204  4.256
H  0.240  1.378  3.854
H  0.410  2.396  2.390
H  -1.863  1.775  3.232
C  -1.174  -0.914  4.375
C  -2.636  -0.912  4.434
O  -2.958  -1.633  5.571
H  -0.732  -1.906  4.473
H  -0.581  -0.508  5.194
H  -0.868  -0.487  3.420
H  -3.052  -1.408  3.557
H  -3.139  0.045  4.573
H  -2.895  -2.532  5.240
C  5.036  3.001  -2.977
O  3.688  3.214  -3.480
C  3.573  3.692  -4.887
C  3.552  2.399  -5.857
N  2.508  1.381  -5.651
C  1.386  1.632  -6.455
C  0.210  0.575  -5.971
O  -0.229  0.972  -4.644
C  -0.573  -0.068  -3.757
H  5.405  2.233  -3.656
H  4.907  2.675  -1.945
H  5.529  3.965  -3.107
H  4.408  4.337  -5.161
H  2.616  4.195  -5.026
H  4.549  1.992  -5.686
H  3.705  2.752  -6.877
H  2.357  1.213  -4.666
H  1.657  1.545  -7.508
H  1.011  2.590  -6.095
H  0.793  -0.346  -6.004
H  -0.601  0.474  -6.692
H  -0.837  0.452  -2.836
H  0.194  -0.826  -3.601
H  -1.448  -0.537  -4.209
C  -2.314  -2.926  0.614
O  -1.560  -1.752  0.655
C  -0.157  -1.990  0.738
C  0.914  -0.778  0.676
N  1.021  -0.275  -0.743
C  1.506  1.130  -0.874
C  2.845  1.353  -0.192
O  2.772  1.533  1.246
C  4.040  1.534  1.889
H  -2.013  -3.652  -0.141
H  -3.373  -2.716  0.463
H  -2.168  -3.367  1.600
H  0.096  -2.653  -0.090
H  0.051  -2.533  1.660
H  1.911  -1.199  0.810
H  0.643  0.018  1.369
H  0.059  -0.299  -1.053
H  0.769  1.885  -0.599
H  1.486  1.271  -1.954
H  3.138  2.305  -0.635
H  3.500  0.516  -0.435
H  4.788  1.104  1.223
H  4.071  0.998  2.838
H  4.373  2.563  2.027
C  -2.511  1.518  0.760
O  -3.453  0.782  1.523
C  -4.560  0.530  0.652
C  -5.317  1.936  0.602
N  -6.735  1.770  0.245
C  -7.581  2.980  0.426
C  -9.052  2.613  0.030
O  -9.787  3.670  0.486
C  -10.561  4.316  -0.528
H  -2.533  1.441  -0.328
H  -1.509  1.224  1.072
H  -2.500  2.594  0.935
H  -5.167  -0.171  1.225
H  -4.312  0.288  -0.381
H  -4.867  2.572  -0.160
H  -5.299  2.366  1.604
H  -7.187  1.081  0.828
H  -7.036  3.705  -0.178
H  -7.710  3.340  1.447
H  -9.285  1.671  0.527
H  -9.087  2.317  -1.018
H  -11.296  3.560  -0.804
H  -10.143  4.486  -1.520
H  -10.985  5.207  -0.064

Summary:
* multiplicity: 2
* Kohn-Sham gap (spin up / spin down): 7.6 / 2.4 eV
* total charge: +1
* expectation value of S²: 0.76
* maximum force: 0.08387 hartree/bohr
* DFT total energy: -2878.17783 Eh